(1)
A molecular structure, C9H8N4S2ScSe, computed with ωB97M-V/def2-TZVPD.

```
25
Properties=species:S:1:pos:R:3:forces:R:3:mulliken_charge:R:1
Sc -0.460334 0.109133 0.270927 -0.7 -0.3 -0.4 1.2619
C 0.204553 5.757362 0.652228 -0.1 -0.1 0.0 -0.7998
S -1.253441 4.847064 0.099017 -0.1 0.1 0.0 0.0351
C -0.687378 3.229842 0.054409 0.5 -0.2 0.1 0.5996
S -1.891549 2.063943 -0.449017 0.4 -0.5 0.2 -0.3340
N 0.564591 3.000454 0.378484 0.0 0.7 0.1 -0.9034
N 0.936463 1.702022 0.364652 0.4 -0.1 0.0 0.1659
C 2.183352 1.411076 0.511228 -0.4 0.3 0.0 -0.4139
C 2.568401 0.007014 0.484954 0.2 -0.4 -0.1 0.9523
C 3.861936 -0.402632 0.767635 -0.2 0.2 0.0 -0.7074
C 4.152381 -1.758038 0.779984 -0.1 -0.1 0.0 -0.2363
C 3.143108 -2.662866 0.494493 0.2 0.0 0.0 -0.6968
C 1.882897 -2.180858 0.190543 -0.2 0.0 -0.1 -0.1187
N 1.589429 -0.878554 0.176726 0.1 0.2 0.1 -0.2531
H -0.112927 6.795539 0.719500 0.0 0.0 0.0 0.3560
H 1.008106 5.653012 -0.070099 0.0 0.0 0.0 0.2850
H 0.518427 5.393637 1.625944 0.0 0.0 0.0 0.2815
H 2.918953 2.197013 0.646187 0.0 0.0 0.0 0.3861
H 4.617473 0.340868 0.981299 0.0 0.0 0.0 0.3841
H 5.149785 -2.098992 1.021007 0.0 0.0 0.0 0.4542
H 3.324075 -3.727678 0.498276 0.0 0.0 0.0 0.4068
H 1.076363 -2.860909 -0.053117 0.0 0.0 0.0 0.4326
Se 0.224446 -1.838810 4.355194 0.2 -0.2 0.3 -0.0609
C -0.465220 -1.335258 2.883049 -0.3 0.1 -0.4 0.2737
N -0.940975 -0.976200 1.840506 0.0 0.0 0.2 -0.7505
```
Forces are in eV/Å.

* F_max: 0.87 eV/Å
* net charge: +1

---

(2)
A molecular structure, C9H8O2 at a distorted geometry, computed with ωB97M-V/def2-TZVPD.

```
19
Properties=species:S:1:pos:R:3:forces:R:3:mulliken_charge:R:1
C 1.553708 1.956507 0.006957 1.3 0.2 0.7 -0.3687
C 0.125126 1.972664 0.054387 -0.7 1.6 0.2 0.0626
C 2.260449 0.811007 -0.026757 -0.7 0.4 -0.4 -0.6709
C -0.570257 0.879142 -0.058212 2.3 -5.4 -1.0 -0.0830
C -1.917524 0.392529 0.071300 1.8 -1.8 -1.1 0.3356
C -2.009946 -1.094579 -0.176866 -3.6 -2.2 -0.4 -0.6090
C -0.748759 -1.695003 0.333745 1.6 -0.7 1.5 -0.5358
C 1.786126 -0.559477 -0.072004 -2.3 -1.0 0.2 -0.2561
C 0.339434 -0.821176 -0.257669 -1.6 4.7 2.2 0.4609
O -2.829505 1.042175 0.383905 -3.9 2.7 1.2 -0.5195
O 1.155081 -0.966607 -1.321324 0.1 -0.6 -1.1 -0.4770
H 1.973733 2.968133 0.189949 0.4 -1.0 -0.7 0.3021
H -0.339129 2.965631 0.176804 0.0 -0.6 0.1 0.3914
H 3.258470 0.641561 -0.247855 2.5 1.5 0.3 0.3836
H -3.065321 -1.553554 0.215145 2.7 1.2 -0.3 0.2602
H -2.119887 -1.374958 -1.230699 0.2 0.7 -0.3 0.2949
H -0.776490 -1.462325 1.446388 0.6 -0.6 -1.1 0.2355
H -0.512285 -2.781355 0.171253 -0.7 0.9 0.1 0.3563
H 2.436981 -1.320308 0.341546 0.0 0.0 -0.1 0.4366
```
Forces are in eV/Å.

* F_max: 5.97 eV/Å

---

(3)
A single C9H8O3S2 molecule at a distorted geometry, computed with ωB97M-V/def2-TZVPD.

```
22
Properties=species:S:1:pos:R:3:forces:R:3:mulliken_charge:R:1
C -0.950912 1.848808 2.833346 2.3 0.1 -1.1 -1.2589
C -0.424079 0.793952 1.841908 0.8 -0.9 -0.2 0.6091
C 0.872734 0.939647 1.215040 -1.4 -0.3 1.6 -0.6139
C 1.256521 0.063687 0.255681 1.0 -1.5 0.1 -0.3259
C 0.424757 -0.997162 -0.045423 2.0 -1.3 -2.6 0.2901
S 1.018032 -1.954773 -1.475493 -1.1 -1.5 1.9 1.3355
O 0.937557 -3.379512 -1.234392 -0.5 1.6 -0.5 -0.6473
O 2.242000 -1.388609 -1.913828 0.7 0.2 -0.5 -0.6542
O -0.159062 -1.549046 -2.536903 0.1 -0.4 0.3 -0.2735
C 0.172680 -0.410556 -3.254011 2.4 -0.4 -1.7 -0.0090
C -0.511211 0.707566 -3.247435 0.3 -0.3 0.4 0.2824
S -1.225313 2.079397 -3.161418 -0.1 0.0 -0.2 -0.3589
C -0.734165 -1.293222 0.552014 -2.6 0.8 1.0 -0.3645
C -1.197034 -0.366798 1.498783 3.6 2.1 -1.0 -0.6406
H -1.343443 1.441998 3.738998 -0.3 -0.3 0.5 0.3623
H -0.143112 2.609793 3.079387 -0.9 -1.0 -0.3 0.3033
H -1.693687 2.352757 2.268262 -1.0 0.8 -0.1 0.3216
H 1.666133 1.567605 1.571520 -0.3 0.9 0.3 0.2967
H 2.296857 -0.079229 -0.089251 -0.7 1.0 -0.1 0.3590
H 1.176400 -0.580231 -3.836361 -2.3 0.9 0.9 0.2344
H -1.489130 -2.023466 0.248088 0.8 -0.2 -0.2 0.3381
H -2.192523 -0.382604 1.691486 -2.8 -0.3 1.4 0.4143
```
Forces are in eV/Å.

* F_max: 4.29 eV/Å
* structure (SMILES): Cc1ccc(S(=O)(=O)OC=C=S)cc1

---

(4)
A molecular structure, C9H9AlI2LaNO4SSe at a distorted geometry, computed with ωB97M-V/def2-TZVPD.

```
29
Properties=species:S:1:pos:R:3:forces:R:3:mulliken_charge:R:1
I 4.506070 -0.702557 2.329707 -0.6 0.0 0.1 0.2110
I 2.918648 1.246680 3.316392 -0.1 -0.4 -0.3 0.1088
Al -0.337066 1.534822 0.152308 2.0 -2.1 0.1 0.2577
La 0.841084 -1.343104 2.349210 3.0 -0.4 0.1 1.7724
S 1.129831 0.039664 -0.396940 -0.1 0.7 0.1 -0.1483
C -1.822032 -0.588455 1.328847 -4.3 -2.3 -3.3 0.9023
C -1.896206 -1.702385 2.511099 -3.5 -2.6 4.2 -0.0908
C 0.563155 -0.102580 -2.249592 -0.2 0.3 -1.1 1.0009
C 1.212932 1.076563 -2.968240 0.4 0.2 0.5 -1.2555
C -0.956058 -0.040327 -2.318043 -0.5 -0.6 -0.1 -1.0642
C 1.090110 -1.434170 -2.746003 0.2 -0.3 0.1 -1.5565
C -1.205970 0.664881 1.733860 -1.4 5.3 2.4 0.1238
C -1.589588 2.807934 -0.530462 -7.6 6.6 -3.3 0.8089
O -2.735182 -2.203392 3.160941 3.1 2.0 -2.9 0.0133
O -2.475618 -0.807626 0.319568 2.5 0.8 3.2 -0.2528
O -1.613154 1.289626 2.756245 1.4 -2.9 -2.5 -0.3590
O -2.473667 3.497701 -0.892587 6.1 -4.7 2.4 0.0013
H 0.972904 1.003378 -4.038195 0.1 0.1 0.2 0.4570
H 2.309609 1.043708 -2.831509 -0.5 0.1 -0.3 0.4186
H 0.845938 2.060853 -2.597665 0.1 -0.4 -0.2 0.2784
H -1.242517 -0.111630 -3.404079 0.0 0.2 1.0 0.5312
H -1.397583 0.937709 -1.950532 0.3 -0.5 -0.3 0.0247
H -1.436225 -0.889361 -1.770800 0.3 0.7 -0.6 0.3157
H 0.827240 -1.557498 -3.809297 0.1 0.2 0.3 0.4334
H 0.628236 -2.269215 -2.207536 0.2 0.0 -0.1 0.4312
H 2.185640 -1.472845 -2.668687 -0.3 -0.1 0.0 0.4374
Se 0.220500 -0.000991 7.203493 0.1 -0.7 -0.9 0.3671
C 0.398702 -0.753433 5.652705 -0.3 1.2 2.5 0.5029
N 0.530281 -1.223950 4.565806 -0.6 -0.6 -1.5 -0.6708
```
Forces are in eV/Å.

* F_max: 10.59 eV/Å
* net charge: +4

---

(5)
A single C9H9BO2 molecule at a distorted geometry, computed with ωB97M-V/def2-TZVPD.

```
21
Properties=species:S:1:pos:R:3:forces:R:3:mulliken_spin:R:1
B 2.248671 -0.460857 -0.711417 -2.7 0.3 2.6 0.1224
C -0.748003 0.860143 -2.801069 -1.7 -0.2 -1.3 0.1526
C -1.665850 0.921830 -1.748551 -1.4 0.7 -0.1 0.3746
C 0.478847 0.210364 -2.575021 1.3 0.1 -0.9 0.4888
C -1.336463 0.473386 -0.482792 -1.5 -0.3 3.3 0.3276
C 0.897468 -0.012041 -1.269173 1.1 -0.5 1.2 0.2658
C -0.045169 0.025388 -0.222132 1.5 -0.8 0.8 0.0910
C 0.215080 0.268579 2.287826 0.0 -1.1 1.7 0.0457
C -0.144461 -1.203933 2.086260 -1.3 1.1 -0.6 0.0376
C 0.585887 -0.445597 1.075189 2.9 1.2 -4.2 0.0024
O 2.162000 -0.628584 0.689185 -3.9 0.0 1.5 0.0145
O 3.363775 -0.768215 -1.302831 3.1 -0.3 -2.4 0.0163
H -1.150277 1.201934 -3.809352 1.1 -0.4 1.3 -0.0122
H -2.693285 1.253444 -1.786247 0.1 0.3 -0.9 0.0367
H 1.317567 0.018673 -3.227993 -0.6 0.3 -1.1 0.0402
H -2.087549 0.533440 0.391018 1.2 -0.1 -1.6 0.0071
H -0.641964 0.920322 2.308110 0.4 0.5 0.0 -0.0078
H 0.969516 0.257501 3.067567 0.0 1.0 -0.2 0.0030
H 0.414539 -1.851863 2.665531 0.8 -1.4 1.0 0.0041
H -1.204367 -1.384344 1.928100 0.3 -0.5 -0.2 -0.0103
H 4.232757 -0.828495 -0.885941 -0.7 0.0 0.3 0.0000
```
Forces are in eV/Å.

* 2S+1: 3
* F_max: 5.24 eV/Å

---

(6)
A molecular structure, C9H9BaF3O13P at a distorted geometry, computed with ωB97M-V/def2-TZVPD.

```
36
Properties=species:S:1:pos:R:3:forces:R:3:mulliken_charge:R:1
Ba 0.297940 -1.063019 -2.315106 0.3 -2.9 -1.6 1.7386
P 0.388813 -3.665350 -3.586852 1.9 -1.1 -3.1 0.5155
O 1.825108 -3.052070 -3.353826 0.3 0.9 1.4 -0.7690
O 0.487222 -5.018316 -4.293860 -0.6 0.4 1.2 -0.8079
O -0.247896 -2.586377 -4.515310 -1.1 1.6 0.2 -0.7903
O -0.350731 -3.518058 -2.243851 -0.8 0.3 1.7 -0.7298
C 2.404884 -4.504227 2.083706 0.4 0.6 1.4 -0.4016
C 3.141399 -3.233318 2.587606 -0.7 -1.0 -0.4 0.2619
O 2.292474 -2.234863 2.112715 0.4 0.5 0.3 -0.2944
C 1.652533 -2.703059 1.001514 -0.3 0.2 -1.1 0.3357
O 1.087314 -2.015928 0.213184 0.3 0.2 0.8 -0.3174
O 1.771314 -4.021904 0.925493 -0.1 -0.6 -0.3 -0.2370
F 4.355181 -3.126721 1.977753 0.3 0.1 0.0 -0.2801
H 1.654193 -4.790752 2.829020 -0.1 0.0 -0.1 0.2801
H 3.056974 -5.360693 1.943380 0.1 0.2 -0.6 0.3190
H 3.285940 -3.128622 3.657629 -0.1 0.0 0.1 0.2479
C -1.302066 4.290214 -1.121201 -0.2 1.1 -0.1 -0.4254
C -0.854159 4.817451 -2.479345 -1.3 -1.4 -0.2 0.1826
O -0.465247 3.592914 -3.098964 0.9 0.7 0.2 -0.2845
C -0.002628 2.773815 -2.117384 -0.7 -0.6 0.0 0.5431
O 0.546592 1.736160 -2.290409 0.4 0.5 -0.1 -0.5310
O -0.394651 3.225821 -0.913590 0.1 0.0 0.3 -0.2040
F 0.174561 5.675674 -2.357723 0.4 0.2 -0.2 -0.2770
H -2.335864 3.944318 -1.142986 0.1 -0.3 -0.2 0.2961
H -1.245090 5.064717 -0.358759 0.4 -0.2 0.2 0.3243
H -1.630807 5.216426 -3.124748 0.0 0.4 0.1 0.3208
C -2.023754 1.125658 2.951692 1.2 0.5 -0.1 -0.5107
C -2.271287 2.291433 1.999171 -0.5 -0.7 1.4 0.2709
O -2.449165 1.595969 0.795729 -0.2 1.1 -0.4 -0.2494
C -1.636122 0.506863 0.834017 0.8 -1.4 0.4 0.4656
O -1.301245 -0.186289 -0.067470 -0.6 0.9 -0.2 -0.3584
O -1.261541 0.257965 2.109456 -0.4 0.1 0.2 -0.2863
F -1.200608 3.135885 1.897943 0.2 -0.1 -0.1 -0.2806
H -2.940129 0.627253 3.263875 -0.1 0.1 0.0 0.3020
H -1.420897 1.429299 3.807332 0.0 -0.2 0.0 0.3264
H -3.088558 2.901731 2.390170 -0.4 -0.1 -1.0 0.3044
```
Forces are in eV/Å.

* F_max: 3.79 eV/Å
* net charge: -1

---

(7)
A molecular structure, C9H9BaNO6 at a distorted geometry, computed with ωB97M-V/def2-TZVPD.

```
26
Properties=species:S:1:pos:R:3:forces:R:3:mulliken_charge:R:1
O 0.000166 -0.001127 -4.022577 0.0 0.0 2.3 0.0136
C -0.000281 -0.000348 -2.888739 0.0 0.0 -2.7 0.0217
Ba -0.003480 0.002075 0.144205 0.0 0.0 1.2 2.1901
O -1.936584 -3.266487 0.146893 2.3 3.8 -0.8 0.0472
C -1.358328 -2.288973 -0.052424 -3.3 -5.5 0.7 -0.0850
C 1.357549 2.289709 -0.053104 3.2 5.5 0.7 -0.0872
O 1.937358 3.266162 0.144261 -2.2 -3.8 -0.8 0.0475
C -2.286695 1.355986 -0.052839 -5.4 3.2 0.7 -0.0770
O -3.262058 1.935668 0.144057 3.7 -2.2 -0.8 0.0470
C 2.296969 -1.361425 -0.071835 4.7 -2.8 0.6 -0.1060
O 3.262871 -1.935015 0.151859 -3.1 1.8 -0.8 0.0545
C 0.719221 -0.452438 6.181622 0.7 -0.5 0.2 -0.9049
N 0.099436 -0.031882 4.917509 0.4 -0.3 -0.6 0.1075
C -1.101561 0.793626 4.980508 -0.5 0.4 0.0 -0.7928
C 0.576988 -0.368256 3.730665 -1.4 1.0 -1.0 0.4588
C 1.805092 -1.214190 3.564210 0.3 -0.2 -0.1 -0.8947
O -0.049635 0.057274 2.655098 1.3 -0.9 1.2 -0.7470
H 0.150438 -0.056923 7.027540 0.1 -0.1 -0.3 0.2815
H 1.756466 -0.085442 6.250521 -0.5 0.0 0.0 0.3668
H 0.747222 -1.551794 6.257481 -0.1 0.4 0.0 0.3671
H -0.941134 1.759357 4.487809 0.0 -0.2 0.1 0.2821
H -1.947874 0.294096 4.495542 0.2 0.1 0.1 0.2825
H -1.356734 0.974462 6.025005 0.1 -0.1 -0.2 0.2953
H 1.565762 -2.113661 2.978214 -0.1 0.2 0.3 0.2240
H 2.558554 -0.673457 2.973045 -0.2 0.1 0.3 0.2066
H 2.271671 -1.532097 4.499573 -0.1 0.1 -0.2 0.4007
```
Forces are in eV/Å.

* F_max: 6.45 eV/Å
* net charge: +2

---

(8)
A gas-phase ion, C9H9Br2N2O2 (charge -1) at a distorted geometry, computed with ωB97M-V/def2-TZVPD.

```
24
Properties=species:S:1:pos:R:3:forces:R:3:mulliken_charge:R:1
C 0.738602 0.149863 -1.604856 -0.5 0.3 0.7 -0.4570
C -0.555572 2.261876 -1.977492 0.7 0.5 -0.6 -0.4416
C 0.434760 0.014731 -0.330655 -3.2 2.7 1.6 -0.4576
C -1.080397 1.386722 0.300437 3.0 -4.6 -0.6 0.2240
C 0.264398 1.251952 -2.362943 -0.6 0.5 -0.6 0.2561
C -1.156995 2.290837 -0.665799 0.0 0.9 -0.9 0.0834
C 2.276763 -1.502243 0.495973 0.0 0.3 -0.2 -1.1334
C -0.275286 -2.104351 0.677253 1.7 2.4 -1.2 -1.5220
C 0.823677 -0.992867 0.656157 -0.3 0.3 2.2 0.6747
N -1.355778 1.244017 1.550601 0.6 2.2 1.3 -0.5217
N -2.014831 0.403630 2.308238 -0.6 -0.9 -4.1 1.1579
O -2.744623 -0.453353 1.746598 -0.1 0.1 0.4 -0.6761
O -1.900281 0.504310 3.485037 0.2 0.1 2.9 -0.7297
Br 0.843506 1.140560 -4.172911 0.1 0.4 -0.5 -0.2906
Br -2.144706 3.871256 -0.271539 -0.4 0.4 0.0 -0.2664
H 1.341813 -0.586359 -2.057408 0.9 -0.6 -0.8 0.4592
H -0.670945 3.148891 -2.678406 -0.2 -1.4 1.1 0.2259
H 2.785237 -1.009502 -0.392753 -0.6 -1.0 0.9 0.3171
H 2.206473 -2.640786 0.396126 0.8 1.6 0.3 0.2688
H 2.813790 -1.086946 1.391609 -0.1 -1.2 -0.8 0.2608
H -1.137829 -1.461407 0.764973 -0.9 -1.1 0.8 0.4832
H 0.035292 -2.865192 1.349450 -0.6 -0.6 0.9 0.4326
H -0.246755 -2.435695 -0.328284 -0.3 -1.0 -1.1 0.3491
H 0.719689 -0.529945 1.720595 0.3 -0.3 -1.7 0.3035
```
Forces are in eV/Å.

* F_max: 5.54 eV/Å
* net charge: -1

---

(9)
A single C9H9BrIN3 molecule at a distorted geometry, computed with ωB97M-V/def2-TZVPD.

```
23
Properties=species:S:1:pos:R:3:forces:R:3:mulliken_charge:R:1
C -0.402103 -1.159738 -1.994773 0.0 0.0 -0.1 -0.8316
C 0.758764 -0.937896 -2.718114 -0.1 0.0 0.0 -0.5161
C -0.521492 -0.648101 -0.718963 0.1 0.1 0.0 -0.1545
C 1.775842 -0.179486 -2.170593 0.2 0.0 -0.1 -0.4596
C 0.503054 0.104465 -0.134393 0.2 0.1 -0.1 0.4039
C 1.648158 0.347677 -0.898240 0.2 0.4 0.3 0.2882
C 1.463004 -2.136310 1.053263 0.2 -0.4 0.2 -0.1184
C 0.328106 0.613032 1.223988 -0.2 0.4 0.3 0.4538
C -0.808441 1.548468 1.497375 0.2 0.1 0.2 -1.6949
N 2.402169 -1.399022 1.473760 -0.1 -1.4 -1.3 -0.0502
N 2.272758 -0.360994 2.242803 0.8 1.5 2.1 -1.0987
N 1.184466 0.383883 2.203989 -0.7 -0.2 -1.0 0.4531
Br 1.931076 -3.674308 0.056227 0.0 -0.1 -0.1 -0.1383
I 3.170135 1.658787 -0.226003 -0.4 -0.4 -0.2 0.1106
H -1.206721 -1.734719 -2.423912 -0.1 -0.1 0.0 0.3871
H 0.870814 -1.342076 -3.712129 0.0 -0.1 -0.1 0.3967
H -1.413163 -0.846930 -0.142098 -0.1 0.0 0.1 0.3906
H 2.673184 0.012572 -2.738769 0.1 0.0 0.0 0.3585
H 0.404172 -2.103270 1.288759 0.1 0.1 -0.1 0.4640
H -1.684976 1.261105 0.922245 -0.1 0.0 0.0 0.3842
H -0.543956 2.566457 1.197696 -0.1 0.0 0.0 0.2906
H -1.068898 1.556367 2.554940 -0.1 0.0 0.0 0.4453
H 1.100165 0.968124 3.036192 0.0 -0.2 -0.2 0.2356
```
Forces are in eV/Å.

* F_max: 2.69 eV/Å

---

(10)
2 unconnected molecules or ions with the total composition C9H9F2N2 at a distorted geometry, computed with ωB97M-V/def2-TZVPD.

```
22
Properties=species:S:1:pos:R:3:forces:R:3:mulliken_charge:R:1
C -1.316207 2.371592 -1.900824 -0.2 0.9 -1.5 -0.3856
C -2.375282 1.715868 -1.324593 -1.0 -0.8 2.3 -0.5573
C -0.027189 1.971396 -1.665939 1.8 -0.8 -1.8 -0.6300
C -2.155695 0.591560 -0.452386 -1.8 2.3 -0.1 -0.4340
C 0.154683 0.836616 -0.900499 -0.6 0.6 1.1 0.5093
C -0.881711 0.196391 -0.166167 1.0 0.8 -1.6 0.5439
C 1.001332 -0.628250 0.519390 -0.3 0.8 -0.8 0.3934
C 2.003784 -1.492220 1.100724 2.0 -1.7 1.2 -1.2779
C -1.927168 -1.999170 2.582344 -1.6 -0.6 0.0 0.5235
N 1.330550 0.310704 -0.428090 -1.4 -0.9 0.8 -0.0709
N -0.306581 -0.702382 0.693302 0.0 -1.0 1.2 -0.3187
F -3.050725 -1.893452 1.955361 2.0 0.5 0.7 -0.0462
F -1.659960 -1.077103 3.418606 -0.1 -1.4 -1.4 -0.0160
H -1.519298 3.160965 -2.644188 0.2 -0.2 0.7 0.3630
H -3.364742 2.240113 -1.274432 0.8 -1.0 -0.5 0.3127
H 0.858489 2.321745 -2.279260 -1.2 0.1 1.0 0.2466
H -2.997855 0.327179 0.174193 -0.1 -0.5 -0.2 0.2486
H 3.057705 -1.163611 1.079649 -0.7 0.5 -0.2 0.3525
H 1.885553 -1.856133 2.136980 -0.6 0.6 -0.3 0.3234
H 2.048826 -2.422928 0.545836 -0.2 -0.3 -0.4 0.3118
H -1.629721 -3.122440 2.688787 0.5 2.3 -0.3 0.3546
H 2.169242 0.452462 -0.926812 1.3 -0.1 0.0 0.2533
```
Forces are in eV/Å.

* F_max: 2.92 eV/Å
* net charge: +1

---

What did we get for total energy? Answer: -123135.8551, -13552.9830, -37272.1971, -118947.8854, -14246.3655, -54235.7340, -23931.9237, -156633.7582, -92088.8409, -17884.4617 eV, in the order shown.